--- i ---
A structure of composition C3H3FO2Tl, computed with ωB97M-V/def2-TZVPD.

Computed properties:
* multiplicity: 1
* LUMO level: -5.00 eV
* total charge: +1

CARTESIAN COORDINATES (ANGSTROEM)
F 4.68430 -0.02815 0.00923
H 5.50737 -0.55510 -0.01945
H -2.93902 0.71965 0.78028
O -1.16447 -0.54983 0.68834
O -0.70895 0.87999 -0.84658
C -2.42088 -0.09753 0.12610
C -2.02640 0.89647 -0.84521
C -0.17920 -0.04560 0.06412
H -3.01244 -0.93865 -0.25991
Tl 2.25970 -0.28124 0.30307

---

--- ii ---
A structure of composition C3H3FO2Tl, computed with ωB97M-V/def2-TZVPD.

Computed properties:
* multiplicity: 1
* LUMO level: -6.08 eV
* total charge: +1

CARTESIAN COORDINATES (ANGSTROEM)
H 1.73191 -1.17507 0.82566
C -0.41833 -0.81909 0.49487
C 0.74635 -1.75226 0.70010
O 0.92931 -2.58710 -0.53253
C 1.07392 -3.26855 -1.44153
O -0.43735 0.19143 1.15302
F 1.81951 3.00273 1.33275
H -1.05427 -0.92729 -0.40414
H 0.60626 -2.49056 1.49682
Tl -0.13459 2.80670 1.04230

---

Which of them is the most stable, and which is the least stable? i and ii, in that order.

---

--- i ---
The molecule C8H11NO2, computed with ωB97M-V/def2-TZVPD.

Computed properties:
* multiplicity: 1
* LUMO level: 0.75 eV
* total charge: 0

CARTESIAN COORDINATES (ANGSTROEM)
C 2.66702 -0.14644 1.03449
C 2.13833 -0.09132 -0.31705
N 0.70228 0.03797 -0.27992
C 0.05072 1.12791 -0.09124
C 0.76287 2.45891 -0.29648
C -1.32892 1.16456 0.04386
C -1.99599 0.00277 0.11307
O -3.37742 0.00434 0.41046
C -1.30611 -1.23793 -0.24580
C 0.09442 -1.35744 -0.29467
O 0.84495 -2.27366 -0.31502
H 3.81766 -0.09427 0.96783
H 2.15108 0.61006 1.68552
H 2.45381 -1.14678 1.44074
H 2.53117 0.78523 -0.81863
H 2.33381 -1.09102 -0.86250
H 1.44478 2.57265 0.49987
H 1.43866 2.19173 -1.23128
H -0.02851 3.40846 -0.67259
H -1.78352 2.12339 -0.05028
H -3.68941 -0.84716 0.73394
H -1.81991 -2.14961 -0.17381

---

--- ii ---
The molecule C8H11NO2, computed with ωB97M-V/def2-TZVPD.

Computed properties:
* multiplicity: 1
* LUMO level: 0.75 eV
* total charge: 0

CARTESIAN COORDINATES (ANGSTROEM)
C 2.40243 -0.56822 0.88875
C 1.77905 -0.39109 -0.50432
N 0.30302 -0.30291 -0.38631
C -0.32972 0.90390 -0.19919
C 0.45501 2.17619 -0.28348
C -1.68133 0.93686 -0.01373
C -2.41603 -0.28383 0.04691
O -3.74612 -0.17231 0.23802
C -1.79586 -1.47755 -0.10744
C -0.37550 -1.55676 -0.27808
O 0.27806 -2.58876 -0.37546
H 3.51206 -0.59634 0.84872
H 2.16279 0.26263 1.54722
H 2.05088 -1.51356 1.33681
H 2.13847 0.52371 -0.99349
H 1.97477 -1.22733 -1.19157
H 1.32907 2.14521 0.38957
H 0.83894 2.34027 -1.30045
H -0.18853 3.01546 -0.01335
H -2.22060 1.87572 0.08432
H -4.16277 -1.05869 0.29282
H -2.30809 -2.44259 -0.02626

---

Which of them is the most stable, and which is the least stable? ii and i, in that order.

---

--- i ---
The molecule C6H8N2, computed with ωB97M-V/def2-TZVPD.

Computed properties:
* multiplicity: 1
* LUMO level: 1.19 eV
* total charge: 0

CARTESIAN COORDINATES (ANGSTROEM)
C -0.69122 1.49999 0.56527
C -0.71556 0.80368 -0.79112
C -0.77378 -0.75275 -0.79295
C -0.96827 -1.44724 0.54911
C 0.42484 -0.77345 0.11960
N 1.86681 -0.83768 -0.07947
N 1.93319 0.64723 0.04077
C 0.48609 0.73632 0.12634
H -0.63505 2.57665 0.48995
H -1.27794 1.15535 1.40488
H -0.87908 1.37396 -1.69088
H -0.94646 -1.28142 -1.71743
H -1.52127 -0.98769 1.34903
H -0.99744 -2.52096 0.51179
H 2.35902 -1.23728 0.72183
H 2.33614 1.04529 -0.80672

---

--- ii ---
A cluster of 2 separate species, C6H8N2 in total, computed with ωB97M-V/def2-TZVPD.

Computed properties:
* multiplicity: 1
* LUMO level: 1.07 eV
* total charge: 0

CARTESIAN COORDINATES (ANGSTROEM)
N 0.09509 1.62816 0.65326
C 0.23485 0.35910 1.28007
C -0.75596 -0.55728 1.25451
N -1.87343 -0.44012 0.44667
H 0.94786 2.17169 0.70955
H -0.68130 2.16876 1.01950
H 1.08466 0.20218 1.93020
H -0.68706 -1.45615 1.85045
H -1.64872 0.17554 -0.37186
H -2.25190 -1.32141 0.14399
C 2.28113 -1.04214 -0.37616
C 1.24286 -0.54238 -0.76319
C 0.25324 -0.16725 -1.66459
C -0.33672 0.06395 -2.68770
H 3.09302 -1.56483 0.04328
H -0.99762 0.32217 -3.46798

---

Which of them is the most stable, and which is the least stable? ii and i, in that order.

---

--- i ---
A structure of composition C6H8N2, computed with ωB97M-V/def2-TZVPD.

Computed properties:
* multiplicity: 1
* LUMO level: 1.04 eV
* total charge: 0

CARTESIAN COORDINATES (ANGSTROEM)
C -1.07191 -0.79922 0.76501
C 0.33115 -0.79594 1.23646
C 0.93432 0.08183 0.24247
C 2.03207 0.80167 -0.50473
C 0.81128 1.12699 -1.49252
C -1.33339 -0.17756 -0.44135
H -2.20885 -1.16237 2.40200
H -2.83877 -1.41333 0.64760
H 0.58730 -1.59735 2.14362
H 2.93778 0.41096 -0.95302
H 2.34231 1.64370 0.14051
H 1.19908 0.57831 -2.41654
H 0.61846 2.14233 -1.67050
H -2.21707 0.22789 -0.93641
N -2.03838 -1.54869 1.39389
N -0.08538 0.48077 -0.55647

---

--- ii ---
The molecule C6H8N2, computed with ωB97M-V/def2-TZVPD.

Computed properties:
* multiplicity: 1
* LUMO level: 0.98 eV
* total charge: 0

CARTESIAN COORDINATES (ANGSTROEM)
C 0.43085 1.22170 -0.59745
C -0.89557 1.01076 0.26559
C -0.71469 0.04190 1.30868
C 0.65676 -0.17263 1.27299
C 0.93866 -0.91257 -0.06979
C -0.33580 -1.11282 -0.82658
N -1.32766 -0.32561 -0.08630
N 1.37139 0.44428 0.09367
H 0.23071 1.15176 -1.85280
H 0.74202 2.27310 -0.76403
H -1.62499 1.59418 0.00606
H -1.56119 -0.43793 2.03177
H 1.56745 -0.36581 2.00852
H 1.76877 -1.72697 0.11862
H -0.23632 -0.48691 -1.87266
H -1.01038 -2.19643 -1.03627

---

Which of them is the most stable, and which is the least stable? i and ii, in that order.

---

--- i ---
The molecule C6H8N2, computed with ωB97M-V/def2-TZVPD.

Computed properties:
* multiplicity: 1
* LUMO level: 0.66 eV
* total charge: 0

CARTESIAN COORDINATES (ANGSTROEM)
C -2.43408 1.24375 0.74492
N -1.10931 1.53751 0.22072
C -0.29125 0.58245 0.01205
C 1.05501 0.92420 -0.41478
C 1.94227 -0.10688 -0.63283
N 1.58549 -1.45097 -0.39542
C 0.34018 -1.78255 0.06314
C -0.57115 -0.83319 0.27586
H -3.11030 2.08824 0.69666
H -2.39446 0.78815 1.69650
H -2.95593 0.43281 0.13786
H 1.24309 1.99777 -0.67325
H 2.91499 0.05036 -1.03971
H 2.19767 -2.15187 -0.84453
H 0.10532 -2.82475 0.30043
H -1.57958 -1.15318 0.65882

---

--- ii ---
The molecule C6H8N2, computed with ωB97M-V/def2-TZVPD.

Computed properties:
* multiplicity: 1
* LUMO level: 1.11 eV
* total charge: 0

CARTESIAN COORDINATES (ANGSTROEM)
C 0.20641 1.94689 -1.09035
C 0.10189 0.79936 -0.40314
C 1.21701 -0.14606 -0.16192
N 1.07609 -1.43059 -0.88066
C 0.64941 -1.35298 0.52707
C -0.84111 -1.08434 0.77598
N -1.21634 0.05809 1.56732
C -1.22533 0.27018 0.12917
H 1.14003 2.32693 -1.46065
H -0.68598 2.55147 -1.33759
H 2.19369 0.23844 -0.00633
H 0.42611 -1.40573 -1.65575
H 1.15507 -1.86757 1.34238
H -1.52822 -1.87282 0.73170
H -0.50693 0.46691 2.20580
H -2.16181 0.50183 -0.28303

---

--- iii ---
The molecule C6H8N2, computed with ωB97M-V/def2-TZVPD.

Computed properties:
* multiplicity: 1
* LUMO level: 1.14 eV
* total charge: 0

CARTESIAN COORDINATES (ANGSTROEM)
C 0.21876 1.61554 0.05016
N -1.03191 1.48375 0.04591
N -1.33388 0.31608 -0.62364
C -2.28734 -0.61208 0.03738
C -0.71169 -0.81335 0.12928
C 0.76347 -0.87431 -0.51972
C 1.80251 -0.44574 0.44798
C 1.31442 0.59530 -0.54741
H 0.38066 2.55486 0.51312
H -2.78471 -0.45849 1.02222
H -2.80503 -1.02527 -0.75094
H -0.53389 -0.59680 1.17398
H 0.95264 -1.47076 -1.44012
H 1.46293 -0.26694 1.44770
H 2.80324 -1.04694 0.36721
H 1.78980 1.04515 -1.35313

---

--- iv ---
The molecule C6H8N2, computed with ωB97M-V/def2-TZVPD.

Computed properties:
* multiplicity: 1
* LUMO level: 0.65 eV
* total charge: 0

CARTESIAN COORDINATES (ANGSTROEM)
H -3.85315 -0.16991 -0.17392
N -3.13081 -0.90535 -0.10728
C -1.95601 -0.43358 0.01950
C -1.71792 0.96586 -0.11133
C -1.56092 2.16071 0.12453
N -0.86425 -1.28390 0.19089
C 0.44821 -1.03429 0.08061
C 1.21066 0.09361 -0.02308
C 2.71698 0.11899 -0.05458
H -1.26718 3.24373 0.20925
H -1.17885 -2.25534 0.05929
H 0.97194 -1.95198 0.01094
H 0.80055 1.06028 -0.01784
H 3.07477 0.50950 0.90737
H 3.06304 -0.89234 -0.29465
H 3.24292 0.77402 -0.81970

---

Which of them is the most stable, and which is the least stable? i and iii, in that order.

---

--- i ---
The molecule C6H8N2, computed with ωB97M-V/def2-TZVPD.

Computed properties:
* multiplicity: 1
* LUMO level: -0.06 eV
* total charge: 0

CARTESIAN COORDINATES (ANGSTROEM)
C -1.78797 0.35290 0.83858
C 0.19235 0.70164 -0.90962
C -0.47281 0.04892 0.18393
N 1.98948 -0.25882 0.89261
C 0.88065 0.53852 0.74833
N -0.04762 1.56086 -1.82226
C -0.21385 -1.06131 -0.77313
C -0.32102 -2.22217 -1.18158
H 0.79503 1.70955 -2.38452
H 2.73811 0.03551 1.50441
H 1.91548 -1.20142 0.52189
H 0.87953 1.46984 1.30609
H -2.56530 0.46607 0.08092
H -2.07692 -0.45131 1.52094
H -1.73064 1.29344 1.39445
H -0.17449 -2.98224 -1.92104

---

--- ii ---
A structure of composition C6H8N2, computed with ωB97M-V/def2-TZVPD.

Computed properties:
* multiplicity: 1
* LUMO level: 0.82 eV
* total charge: 0

CARTESIAN COORDINATES (ANGSTROEM)
C 1.71833 -0.86330 1.71092
C 0.82871 -0.47548 0.76491
C -0.37439 -1.11767 -1.31661
C -0.99192 0.84099 -0.27931
C -0.64498 1.97005 0.59071
C 0.32966 0.83109 0.33007
H 2.30574 -1.88306 1.84894
H 1.30916 -0.05301 2.76741
H -0.70705 -2.09028 -1.93324
H -1.88023 -0.01578 -1.69547
H -1.75608 0.10213 0.27677
H -0.45639 2.83909 -0.04546
H -1.39850 1.74812 1.55267
H 1.02596 1.35835 -0.30266
N 0.39952 -1.56645 -0.30456
N -0.91881 0.26365 -1.59159

---

Which of them is the most stable, and which is the least stable? i and ii, in that order.